Record 1
{
  "formula": "C15H16N2O2",
  "method": "ωB97M-V/def2-TZVPD",
  "symbols": ["O", "C", "N", "C", "C", "C", "N", "C", "C", "H", "H", "H", "H", "H", "C", "H", "H", "C", "C", "O", "C", "C", "C", "C", "C", "C", "H", "H", "H", "H", "H", "H", "H", "H", "H"],
  "coordinates": [[-1.6292, -1.7473, 0.1235], [-1.5349, -0.6325, 0.5792], [-2.5728, 0.2587, 0.6523], [-3.8954, 0.0926, 0.2485], [-4.7801, 1.1582, 0.4243], [-6.0947, 1.0013, 0.0262], [-6.5671, -0.1082, -0.5161], [-5.7260, -1.1149, -0.6802], [-4.3886, -1.0786, -0.3220], [-3.7464, -1.9278, -0.4765], [-6.1477, -2.0057, -1.1261], [-6.8086, 1.8055, 0.1470], [-4.4442, 2.0868, 0.8632], [-2.3692, 1.1665, 1.0491], [-0.2276, -0.0480, 1.0831], [0.3933, -0.8606, 1.4625], [-0.4075, 0.6684, 1.8861], [0.5157, 0.6274, -0.0790], [1.1392, -0.4240, -1.0044], [2.2044, -1.1093, -0.3860], [3.4198, -0.5064, -0.2566], [3.7702, 0.7368, -0.7720], [5.0532, 1.2252, -0.5826], [5.9945, 0.4954, 0.1176], [5.6472, -0.7443, 0.6326], [4.3746, -1.2415, 0.4492], [4.0876, -2.2054, 0.8391], [6.3738, -1.3262, 1.1800], [6.9903, 0.8862, 0.2609], [5.3121, 2.1914, -0.9909], [3.0629, 1.3334, -1.3276], [0.4023, -1.2009, -1.2252], [1.4604, 0.0318, -1.9488], [-0.1676, 1.2539, -0.6571], [1.3062, 1.2624, 0.3265]],
  "forces_ev_per_angstrom": [[0.0, -0.3, -0.1], [0.4, 0.3, 0.4], [-0.2, 0.5, 0.1], [-0.4, -0.1, -0.2], [0.0, -0.2, 0.0], [0.2, 0.2, 0.1], [-0.6, -0.1, -0.2], [0.2, 0.0, 0.0], [0.1, -0.1, 0.0], [0.0, 0.0, 0.0], [0.1, -0.1, 0.0], [0.0, 0.1, 0.1], [0.0, 0.1, 0.0], [0.1, -0.2, 0.0], [0.0, -0.1, -0.2], [-0.1, 0.0, 0.1], [0.0, 0.0, 0.0], [0.2, -0.3, 0.0], [-0.3, 0.4, -0.2], [0.2, -0.2, 0.2], [0.2, 0.0, 0.1], [-0.4, -0.1, -0.1], [0.1, 0.0, 0.1], [0.1, 0.1, 0.0], [0.0, 0.0, 0.0], [-0.2, 0.0, -0.1], [0.0, -0.1, 0.0], [0.0, -0.1, 0.0], [0.1, 0.0, 0.0], [0.0, 0.1, 0.0], [-0.1, 0.0, 0.0], [0.1, 0.1, -0.1], [0.0, -0.1, 0.1], [0.0, 0.1, 0.0], [-0.1, 0.1, -0.1]],
  "mulliken_charge": [-0.614, 0.544, -0.070, 0.634, -0.421, -0.450, -0.608, -0.464, -0.212, 0.493, 0.359, 0.353, 0.330, 0.182, -1.042, 0.352, 0.348, -0.398, -0.750, -0.452, 0.765, -0.248, -0.692, -0.525, -0.393, -0.516, 0.403, 0.363, 0.378, 0.353, 0.313, 0.459, 0.323, 0.433, 0.473],
  "smiles": "O=C(CCCOc1ccccc1)Nc1ccncc1",
  "total_charge": 0
}

---

Record 2
{
  "formula": "C5H8O",
  "method": "ωB97M-V/def2-TZVPD",
  "symbols": ["O", "C", "C", "C", "C", "C", "H", "H", "H", "H", "H", "H", "H", "H"],
  "coordinates": [[-0.6213, 2.4654, -0.3726], [-0.3789, 1.3165, -0.1009], [-1.4042, 0.2212, 0.1967], [-0.5657, -1.0065, 0.4203], [0.8161, -0.7560, 0.1324], [1.0335, 0.7325, 0.0064], [-1.9785, 0.5102, 1.0874], [-2.1256, 0.1728, -0.6338], [-0.9172, -1.9388, 0.8441], [0.1887, -1.2794, -0.8310], [1.2072, -1.1683, -1.3809], [1.5933, -1.4035, 0.5259], [1.4889, 1.0929, 0.9372], [1.6636, 1.0409, -0.8312]],
  "forces_ev_per_angstrom": [[0.1, -0.4, 0.1], [-0.1, 0.3, 0.0], [0.0, 0.0, 0.0], [-0.1, 0.0, 0.4], [0.1, 0.0, 0.1], [0.0, 0.0, -0.1], [0.1, 0.0, -0.1], [0.1, 0.0, 0.1], [0.1, 0.1, -0.1], [0.2, -0.1, -0.3], [-0.1, 0.0, 0.0], [-0.1, 0.1, -0.1], [-0.1, 0.0, -0.1], [-0.1, 0.0, 0.1]],
  "mulliken_charge": [-0.555, 0.324, -0.425, -0.738, -0.178, -0.513, 0.270, 0.266, 0.434, -0.107, 0.137, 0.508, 0.248, 0.328],
  "total_charge": 0
}

---

Record 3
{
  "formula": "C3H2F3N",
  "method": "ωB97M-V/def2-TZVPD",
  "symbols": ["C", "C", "C", "N", "F", "F", "F", "H", "H"],
  "coordinates": [[-1.2647, -0.0889, 0.1156], [0.0816, -0.2281, 0.0881], [-3.8218, 0.0592, -0.0320], [-2.4178, 0.3175, 0.2403], [-4.4358, 1.1708, -0.5714], [-4.4334, -0.2433, 1.1329], [-3.9698, -1.0274, -0.7834], [0.4887, -1.0633, 0.4514], [0.7410, 0.3119, -0.4950]],
  "forces_ev_per_angstrom": [[0.3, 1.2, -0.6], [-4.7, 1.3, -0.4], [1.3, 0.3, 0.6], [0.2, -0.2, 0.6], [1.1, -2.0, 0.6], [0.3, 0.7, -0.5], [-0.4, 0.4, -0.8], [1.3, -3.2, 1.9], [0.6, 1.5, -1.3]],
  "mulliken_charge": [0.727, -1.073, 0.816, -0.369, -0.219, -0.226, -0.224, 0.273, 0.297],
  "smiles": "C=C=NC(F)(F)F",
  "total_charge": 0
}

---

Record 4
{
  "formula": "C15H15NO",
  "method": "ωB97M-V/def2-TZVPD",
  "symbols": ["N", "O", "C", "C", "C", "C", "C", "C", "C", "C", "C", "C", "C", "C", "C", "C", "C", "H", "H", "H", "H", "H", "H", "H", "H", "H", "H", "H", "H", "H", "H", "H"],
  "coordinates": [[-2.8574, 2.1544, -1.9540], [-3.0217, 1.3847, 1.8149], [-2.2129, 1.7519, -1.0369], [-1.9795, 0.9712, 1.3519], [-1.4359, 1.1164, -0.0178], [-0.2215, 0.4871, -0.0620], [0.0118, -0.9008, 3.9570], [1.0072, -1.4014, 3.0756], [-0.9971, -0.0649, 3.4526], [1.0515, -0.9360, 1.7800], [-0.9883, 0.2657, 2.0899], [0.0564, -0.0978, 1.2493], [-0.7976, -1.6251, -1.9971], [1.0121, 1.9179, -1.7667], [1.9510, -0.2748, -1.1268], [-0.1351, -0.3078, -2.4586], [0.6037, 0.4473, -1.3403], [0.0201, -1.1787, 4.9939], [1.7471, -2.1258, 3.3893], [-1.7888, 0.2560, 4.1523], [1.8512, -1.3383, 1.1725], [-0.9936, -2.2123, -2.8666], [-1.7658, -1.4199, -1.4925], [-0.1681, -2.2074, -1.3043], [1.4238, 2.5084, -0.9523], [0.1938, 2.5288, -2.1645], [1.7748, 1.9154, -2.5815], [1.7829, -1.3253, -0.9397], [2.6053, -0.2045, -1.9974], [2.5290, 0.1186, -0.2938], [0.6311, -0.5405, -3.2109], [-0.8897, 0.3376, -2.9152]],
  "forces_ev_per_angstrom": [[2.4, -1.3, 3.5], [0.2, -0.1, -0.6], [-1.8, 0.9, -3.6], [-1.8, 1.5, 0.2], [0.0, -0.1, -0.1], [-0.7, 1.0, -2.0], [0.5, -0.1, -1.3], [-1.2, 0.9, 1.1], [0.0, -0.3, 0.2], [0.2, -0.2, -1.3], [1.5, -1.4, 2.5], [0.5, -0.7, 1.4], [-0.1, 0.9, 0.7], [-0.3, -0.1, -0.8], [0.0, 0.0, 0.2], [-0.1, -0.2, 0.2], [1.5, 0.8, 0.1], [-0.1, -0.1, 0.3], [0.0, 0.1, 0.2], [0.4, 0.0, -0.8], [-0.1, 0.2, -0.1], [-0.2, -0.6, -0.5], [0.6, -0.2, -0.3], [-0.2, 0.2, -0.3], [0.2, -0.3, 0.3], [-0.2, -0.4, 0.1], [-0.5, -0.3, 0.6], [0.0, -0.4, 0.0], [-0.3, 0.1, -0.1], [-0.1, 0.2, 0.1], [-0.3, 0.1, 0.0], [0.1, -0.1, 0.0]],
  "mulliken_charge": [-0.596, -0.635, -0.109, 0.578, 0.020, 0.235, -0.454, -1.013, -0.636, -0.060, -0.120, 0.727, -1.132, -1.818, -2.104, -1.068, 2.232, 0.419, 0.431, 0.430, 0.279, 0.455, 0.262, 0.256, 0.408, 0.395, 0.410, 0.373, 0.460, 0.460, 0.462, 0.451],
  "smiles": "CCC(C)(C)C1=C(C#N)C(=O)c2ccccc21",
  "total_charge": 0
}

---

Results for energy above the lowest of the compared OMol25 structures with the same formula, charge and spin: 64.66 502.15 0.00 49.64 (in kJ/mol, following the order of the records).
Results for HOMO energy: -8.6 -7.4 -9.3 -9.1 (in eV, following the order of the records).